(i)
This record from the Open Molecules 2025 dataset describes a gas-phase ion, C7H9O2S (charge -1). The level of theory is ωB97M-V/def2-TZVPD.

Summary:
Highest occupied orbital energy (alpha / beta): -1.98 / -1.98 eV
Charge: -1
HOMO-LUMO gap (alpha / beta): 5.52 / 5.52 eV

Each atom is followed by the atoms it is bonded to, with distances in Å.
Positions of all 19 atoms, in Å:
1 C -2.3999 -1.1660 0.4050  C2 1.297, C3 1.494, H11 1.079
2 C -1.4606 -1.9294 -0.0615  C1 1.297, O8 1.186
3 C -2.5711 0.3117 0.2638  C1 1.494, O9 1.212, S10 1.844
4 C 0.4319 1.2216 -0.5687  C5 1.500, C7 1.505, S10 1.723
5 C 0.7563 0.3629 -1.7551  C4 1.500, H12 1.094, H13 1.090, H14 1.104
6 C 1.6061 -0.2421 1.1920  C7 1.536, H15 1.093, H16 1.088, H17 1.086
7 C 1.3903 1.1537 0.5896  C4 1.505, C6 1.536, H18 1.100, H19 1.093
8 O -0.5122 -2.4390 -0.5596  C2 1.186
9 O -3.6718 0.8024 0.3907  C3 1.212
10 S -1.2335 1.4865 -0.2155  C3 1.844, C4 1.723
11 H -3.2624 -1.5983 0.8881  C1 1.079
12 H 1.7926 0.5310 -2.0613  C5 1.094
13 H 0.1056 0.6274 -2.5888  C5 1.090
14 H 0.6404 -0.7187 -1.5676  C5 1.104
15 H 2.2930 -0.1898 2.0401  C6 1.093
16 H 2.0272 -0.9184 0.4515  C6 1.088
17 H 0.6629 -0.6573 1.5344  C6 1.086
18 H 2.3668 1.5304 0.2510  C7 1.100
19 H 1.0385 1.8313 1.3717  C7 1.093


(ii)
This record from the Open Molecules 2025 dataset describes a gas-phase ion, C7H9O2S (charge -1). The level of theory is ωB97M-V/def2-TZVPD.

Summary:
Highest occupied orbital energy: -3.00 eV
Charge: -1
HOMO-LUMO gap: 6.64 eV

Each atom is followed by the atoms it is bonded to, with distances in Å.
Positions of all 19 atoms, in Å:
1 C 1.5306 0.5081 -0.0160  C2 1.336, C3 1.448, C5 1.540
2 C 0.4582 1.3048 -0.0474  C1 1.336, O8 1.209
3 C 1.5902 -0.9372 -0.0782  C1 1.448, O9 1.206, S10 1.768
4 C -1.0532 -0.6124 -0.0127  C6 1.548, C7 1.484, S10 1.708
5 C 2.9016 1.1700 0.2188  C1 1.540, H11 1.168, H12 1.095, H13 1.081
6 C -2.0351 -0.7154 -1.2049  C4 1.548, H14 1.174, H15 1.133, H16 1.097
7 C -1.9165 -0.4069 1.1767  C4 1.484, H17 1.058, H18 1.117, H19 1.096
8 O -0.1760 2.3180 -0.2263  C2 1.209
9 O 2.6104 -1.5615 -0.2344  C3 1.206
10 S 0.0957 -1.8759 0.0253  C3 1.768, C4 1.708
11 H 2.6126 1.9130 1.0719  C5 1.168
12 H 3.1593 1.7084 -0.6994  C5 1.095
13 H 3.6309 0.3789 0.3255  C5 1.081
14 H -1.5281 -0.7559 -2.2632  C6 1.174
15 H -2.6380 0.2079 -1.4669  C6 1.133
16 H -2.5826 -1.6621 -1.2941  C6 1.097
17 H -2.4206 0.5228 1.1371  C7 1.058
18 H -1.5146 -0.3823 2.2183  C7 1.117
19 H -2.7245 -1.1225 1.3698  C7 1.096


Of them, (ii) has the highest stability.


(i)
This record from the Open Molecules 2025 dataset describes C2H4BrNOS in the gas phase. The level of theory is ωB97M-V/def2-TZVPD.

Summary:
Highest occupied orbital energy: -9.45 eV
HOMO-LUMO gap: 10.05 eV

Each atom is followed by the atoms it is bonded to, with distances in Å.
Positions of all 10 atoms, in Å:
1 N 0.9405 -1.4157 -0.4842  C2 1.333, H7 1.007, H8 1.007
2 C 0.7900 -0.0919 -0.5051  N1 1.333, O3 1.195, C4 1.683
3 O 1.4814 0.7097 -1.0592  C2 1.195
4 C -0.4894 0.4500 0.4446  C2 1.683, S5 1.798, Br6 1.980, H9 1.087
5 S -0.6704 2.2186 0.1734  C4 1.798, H10 1.339
6 Br -2.0857 -0.6070 -0.0614  C4 1.980
7 H 0.2926 -2.0468 -0.0415  N1 1.007
8 H 1.7000 -1.7994 -1.0222  N1 1.007
9 H -0.2993 0.2263 1.4909  C4 1.087
10 H -1.6596 2.3564 1.0647  S5 1.339


(ii)
This record from the Open Molecules 2025 dataset describes C2H4BrNOS in the gas phase. The level of theory is ωB97M-V/def2-TZVPD.

Summary:
Highest occupied orbital energy: -9.33 eV
HOMO-LUMO gap: 9.79 eV

Each atom is followed by the atoms it is bonded to, with distances in Å.
Positions of all 10 atoms, in Å:
1 N 0.3421 1.9569 -0.8838  C2 1.336, H7 1.044, H8 1.022
2 C 0.3694 0.6232 -0.8173  N1 1.336, O3 1.216, C4 1.792
3 O 1.3339 -0.0351 -0.4793  C2 1.216
4 C -1.1969 -0.1804 -1.1550  C2 1.792, S5 1.831, Br6 2.000, H9 1.121
5 S -0.9117 -1.9868 -1.2482  C4 1.831, H10 1.407
6 Br -2.3027 0.3671 0.4184  C4 2.000
7 H -0.5038 2.5498 -0.7347  N1 1.044
8 H 1.0298 2.5156 -0.3754  N1 1.022
9 H -1.7432 -0.0230 -2.1211  C4 1.121
10 H 0.2226 -1.8824 -0.4230  S5 1.407


Of them, (i) has the highest stability.


(i)
This record from the Open Molecules 2025 dataset describes C3H3Br in the gas phase. The level of theory is ωB97M-V/def2-TZVPD.

Summary:
Highest occupied orbital energy: -9.74 eV
HOMO-LUMO gap: 10.87 eV

Each atom is followed by the atoms it is bonded to, with distances in Å.
Positions of all 7 atoms, in Å:
1 Br 2.3000 -0.1210 -0.0363  C2 1.969
2 C 0.4018 -0.0525 0.4824  Br1 1.969, C3 1.471, C4 1.471, H5 1.296
3 C -0.6356 -0.5398 -0.4389  C2 1.471, C4 1.309, H6 1.063
4 C -0.5651 0.7573 -0.2740  C2 1.471, C3 1.309, H7 1.061
5 H 0.3975 -0.3782 1.7373  C2 1.296
6 H -1.0652 -1.4024 -0.8877  C3 1.063
7 H -0.8333 1.7365 -0.5828  C4 1.061


(ii)
This record from the Open Molecules 2025 dataset describes C3H3Br in the gas phase. The level of theory is ωB97M-V/def2-TZVPD.

Summary:
Highest occupied orbital energy (alpha / beta): -8.32 / -8.12 eV
HOMO-LUMO gap (alpha / beta): 7.18 / 7.93 eV

Each atom is followed by the atoms it is bonded to, with distances in Å.
Positions of all 7 atoms, in Å:
1 C 0.3733 0.1290 -0.2858  C2 1.346, C3 1.425, H5 1.174
2 C -0.0094 -0.2733 -1.5115  C1 1.346, H6 1.066
3 C -0.2999 -0.0360 0.9588  C1 1.425, Br4 1.866, H7 1.061
4 Br -0.1319 1.0887 2.4389  C3 1.866
5 H 1.3406 0.7835 -0.4031  C1 1.174
6 H -0.0455 -1.1410 -2.1302  C2 1.066
7 H -1.2273 -0.5509 0.9329  C3 1.061


Of them, (i) has the highest stability.


(i)
This record from the Open Molecules 2025 dataset describes 2 unconnected molecules or ions with the total composition CH4NO3S. The level of theory is ωB97M-V/def2-TZVPD.

Summary:
Highest occupied orbital energy (alpha / beta): -3.16 / -3.16 eV
Charge: -1
HOMO-LUMO gap (alpha / beta): 7.19 / 7.19 eV

Each atom is followed by the atoms it is bonded to, with distances in Å.
Positions of all 10 atoms, in Å:
1 C -1.3471 0.1138 0.2609  S6 1.812, H7 1.120, H8 1.071, H9 1.120
2 N 1.6663 0.9989 -0.0702  O5 1.272, H10 1.038
3 O 0.0456 -1.8862 1.1909  S6 1.480
4 O 0.1033 -1.4384 -1.3048  S6 1.518
5 O 2.9315 1.0025 0.0587  N2 1.272
6 S 0.1582 -0.8838 0.1072  C1 1.812, O3 1.480, O4 1.518
7 H -0.8770 1.1186 0.1067  C1 1.120
8 H -2.0251 -0.2772 -0.4700  C1 1.071
9 H -1.9860 0.2390 1.1726  C1 1.120
10 H 1.3303 1.0126 -1.0519  N2 1.038


(ii)
This record from the Open Molecules 2025 dataset describes a gas-phase ion, CH4NO3S (charge -1). The level of theory is ωB97M-V/def2-TZVPD.

Summary:
Highest occupied orbital energy: -4.11 eV
Charge: -1
HOMO-LUMO gap: 8.11 eV

Each atom is followed by the atoms it is bonded to, with distances in Å.
Positions of all 10 atoms, in Å:
1 C -0.9899 0.6832 0.5640  O4 1.400, O5 1.424, H8 1.064, H9 1.060
2 N 0.8024 -2.0492 -0.7378  S6 1.579, H10 1.096
3 O 1.8244 0.1685 -0.1337  S6 1.485
4 O -0.0733 1.6603 0.9711  C1 1.400, H7 1.042
5 O -0.7377 0.3524 -0.7980  C1 1.424, S6 1.975
6 S 0.9923 -0.5349 -1.1427  N2 1.579, O3 1.485, O5 1.975
7 H 0.8776 1.2918 0.7592  O4 1.042
8 H -0.9777 -0.1540 1.2203  C1 1.064
9 H -1.9139 1.1530 0.7847  C1 1.060
10 H 0.1958 -2.5710 -1.4871  N2 1.096


Of them, (ii) has the highest stability.